DFT (ωB97M-V/def2-TZVPD) results for a structure of composition C19H31B2Br3CoF8NO10 at a distorted geometry.

```
! RIJCOSX wB97M-V def2-TZVPD def2/J DEFGRID3
* xyz -1 4
Co 0.94 0.97 0.79
B 1.18 -2.19 -0.34
F 1.77 -3.36 0.01
F -0.26 -2.08 -0.20
F 1.59 -1.12 0.57
F 1.51 -1.88 -1.68
B 2.50 1.59 3.53
F 1.68 2.76 3.52
F 2.38 0.89 2.22
F 3.76 2.08 3.77
F 2.12 0.64 4.45
C -1.05 0.88 -1.46
C -2.07 1.03 -0.31
C -2.81 -0.26 -0.19
C -3.67 -0.27 0.95
C -2.83 -0.24 2.22
C -1.93 0.95 2.25
N -1.20 1.11 0.91
O -0.45 2.19 0.83
C -0.86 0.61 3.28
C -2.70 2.26 2.60
C -2.72 2.37 -0.59
H -0.11 1.40 -1.34
H -1.57 1.16 -2.45
H -0.81 -0.14 -1.60
H -2.07 -1.03 -0.22
H -3.34 -0.44 -1.17
H -4.36 -1.12 1.05
H -4.32 0.54 0.86
H -2.20 -1.18 2.24
H -3.50 -0.31 3.05
H -0.06 -0.03 2.89
H -1.33 0.23 4.22
H -0.45 1.54 3.64
H -2.16 3.19 2.38
H -2.87 2.24 3.62
H -3.67 2.23 2.12
H -3.49 2.67 0.19
H -3.12 2.41 -1.60
H -1.88 3.09 -0.48
C 1.69 0.40 -3.54
C 2.53 -0.70 -4.13
O 2.92 -0.09 -5.39
C 2.65 1.18 -5.41
O 2.99 1.88 -6.32
O 2.10 1.57 -4.23
H 1.97 0.57 -2.52
H 0.66 0.36 -3.65
H 2.01 -1.67 -4.30
H 3.39 -0.86 -3.49
C 4.19 4.41 1.74
C 5.19 3.24 1.41
O 4.41 2.43 0.44
C 3.14 2.88 0.38
O 2.31 2.25 -0.27
O 2.97 3.99 1.07
H 4.55 5.40 1.39
H 3.91 4.53 2.77
H 5.54 2.70 2.28
H 6.11 3.56 0.87
C -1.38 -4.06 -2.23
C -1.10 -2.83 -3.01
O -2.04 -3.01 -4.09
C -2.15 -4.37 -4.33
O -2.66 -4.87 -5.26
O -1.65 -5.04 -3.26
H -2.28 -3.94 -1.63
H -0.61 -4.42 -1.56
H -0.08 -2.96 -3.44
H -1.20 -1.91 -2.43
C -1.11 -5.14 3.47
Br 0.21 -6.29 2.89
Br -0.69 -4.36 5.08
Br -2.94 -5.86 3.47
H -1.12 -4.32 2.70
*
```

frontier orbital gap (spin up / spin down)	7.29 / 8.10	eV
E_HOMO (spin up / spin down)	-0.2004 / -0.2304	Ha


DFT (ωB97M-V/def2-TZVPD) results for a structure of composition C19H31BrN5O2S at a distorted geometry.

```
! RIJCOSX wB97M-V def2-TZVPD def2/J DEFGRID3
* xyz 1 1
C -1.19 -2.63 4.63
N -0.01 -2.98 3.84
C -0.20 -4.17 3.01
C 1.18 -3.05 4.63
O 1.33 -3.98 5.39
C 2.33 -2.02 4.55
C 2.00 -0.68 3.89
C 2.25 0.52 4.52
O 2.76 0.63 5.76
C 1.97 1.82 3.87
C 2.32 3.10 4.65
N 1.25 3.52 5.58
C 1.41 1.92 2.63
Br 1.04 3.62 1.80
C 1.13 0.71 1.91
N 0.60 0.61 0.72
S 0.53 -1.00 0.36
N 1.16 -1.56 1.73
C 1.45 -0.58 2.56
H -2.06 -2.72 3.95
H -1.16 -1.57 4.94
H -1.36 -3.33 5.46
H 0.66 -4.26 2.32
H -0.35 -5.07 3.63
H -1.08 -4.02 2.35
H 2.67 -1.88 5.59
H 3.20 -2.46 4.02
H 3.16 -0.20 6.05
H 3.24 2.92 5.23
H 2.57 3.89 3.93
H 0.65 4.14 5.04
H 0.73 2.68 5.80
C -0.91 2.22 -1.86
C -1.05 0.82 -2.45
C -0.42 0.68 -3.83
N -1.40 0.79 -4.98
C -2.26 2.01 -4.89
C -0.60 0.84 -6.30
C -0.51 -0.61 -6.73
C -1.90 -1.13 -6.42
C -2.26 -0.48 -5.09
H -1.44 2.97 -2.45
H -1.31 2.25 -0.85
H 0.14 2.51 -1.81
H -2.10 0.51 -2.45
H -0.53 0.13 -1.78
H 0.06 -0.30 -3.93
H 0.35 1.44 -3.99
H -1.61 2.88 -4.84
H -2.89 1.93 -4.01
H -2.88 2.06 -5.78
H -1.18 1.42 -7.01
H 0.35 1.32 -6.12
H 0.25 -1.14 -6.15
H -0.25 -0.70 -7.78
H -1.93 -2.22 -6.37
H -2.60 -0.81 -7.19
H -2.02 -1.13 -4.25
H -3.31 -0.20 -5.04
*
```

frontier orbital gap	7.82	eV
E_HOMO	-0.3828	Ha


DFT (ωB97M-V/def2-TZVPD) results for a cluster of 9 separate species, C19H31Cl21F3NO2 in total at a distorted geometry.

```
! RIJCOSX wB97M-V def2-TZVPD def2/J DEFGRID3
* xyz 0 1
C -1.51 -4.65 -0.93
C -0.74 -4.06 0.21
C -1.15 -2.60 0.56
N -0.29 -1.93 1.67
C 1.16 -1.65 1.27
C -0.34 -2.71 2.98
C -0.55 -1.69 4.17
C -1.37 -0.59 3.55
C -0.97 -0.58 2.06
H -1.16 -5.66 -1.13
H -1.53 -4.05 -1.84
H -2.53 -4.86 -0.61
H 0.33 -4.15 0.00
H -0.82 -4.70 1.09
H -2.19 -2.65 0.87
H -1.10 -1.88 -0.26
H 1.67 -2.61 1.20
H 1.71 -1.12 2.05
H 1.19 -1.11 0.33
H 0.57 -3.30 3.09
H -1.16 -3.43 2.97
H 0.45 -1.39 4.46
H -1.09 -2.06 5.04
H -1.09 0.36 4.02
H -2.45 -0.68 3.63
H -0.29 0.26 1.86
H -1.79 -0.30 1.40
C -0.09 1.07 -1.48
O 0.25 -0.33 -1.66
O -1.34 1.11 -0.86
C 1.17 1.77 -0.79
F 2.33 1.57 -1.32
F 1.01 3.11 -0.61
F 1.30 1.24 0.38
C 1.24 -0.76 -2.59
C 1.37 -2.33 -2.57
H 1.85 -2.82 -1.73
H 0.35 -2.68 -2.72
H 1.91 -2.63 -3.46
H 2.25 -0.41 -2.36
H 1.05 -0.45 -3.62
H -0.22 1.42 -2.50
C -4.76 1.26 0.02
Cl -4.58 -0.05 1.19
Cl -5.38 2.71 0.84
Cl -5.85 0.74 -1.30
H -3.79 1.48 -0.42
C -2.61 -0.89 -4.00
Cl -1.78 -2.11 -5.03
Cl -3.56 -1.80 -2.79
Cl -3.73 -0.04 -5.04
H -1.88 -0.25 -3.50
C 3.28 5.56 0.26
Cl 4.32 4.43 -0.66
Cl 2.52 6.76 -0.84
Cl 4.15 6.28 1.66
H 2.43 5.00 0.65
C -1.89 3.60 1.68
Cl -2.51 2.85 3.17
Cl -0.20 4.14 1.97
Cl -2.95 4.92 1.13
H -1.90 2.81 0.92
C -1.93 4.39 -2.75
Cl -1.28 5.71 -1.87
Cl -1.99 4.69 -4.54
Cl -3.55 4.08 -2.10
H -1.37 3.46 -2.59
C 4.00 1.95 2.17
Cl 3.37 3.45 2.97
Cl 3.50 0.43 3.09
Cl 5.78 1.97 2.15
H 3.67 1.90 1.13
C 4.69 -2.93 -0.64
Cl 4.74 -3.07 -2.40
Cl 3.67 -4.13 0.15
Cl 4.20 -1.26 -0.18
H 5.72 -3.05 -0.31
*
```

energy above the lowest of the compared OMol25 structures with the same formula, charge and spin	0.0000	eV
frontier orbital gap	7.96	eV
E_HOMO	-0.2983	Ha